# 1
Density functional theory data (the ωB97M-V functional and the def2-TZVPD basis) for C2H3LiO2Rb as an isolated structure.

XYZ file:
```
9
Properties=species:S:1:pos:R:3:lowdin_spin:R:1
O 0.1967 0.9165 0.6427 0.295
C -1.1886 -1.4093 -0.7416 0.000
Li -1.6200 0.5585 0.2096 0.007
C 1.1063 1.6373 -0.0134 0.584
O -0.3669 -2.0992 -0.0755 0.001
H 2.1398 1.3167 -0.2119 0.055
H -1.8907 -2.1211 -1.2792 0.000
H 0.8665 2.7044 -0.1291 0.050
Rb 0.7569 -1.5039 1.5984 0.009
```

Results
Molecular weight, g/mol: 151.5
⟨S²⟩: 0.754
E_LUMO (alpha / beta), eV: -0.3 / -0.4
E_HOMO (alpha / beta), eV: -4.96 / -6.72
Energy above the lowest of the compared OMol25 structures with the same formula, charge and spin, eV: 0.000
Total energy, Eh: -259.961420
Frontier orbital gap (alpha / beta), eV: 4.64 / 6.36
Multiplicity: 2

# 2
Density functional theory data (the ωB97M-V functional and the def2-TZVPD basis) for an isolated ion of composition C2H3N2O and charge +1.

XYZ file:
```
8
Properties=species:S:1:pos:R:3:lowdin_charge:R:1
N -0.6788 1.1182 -0.0723 0.300
O 0.5604 -0.9205 0.0249 0.116
H 2.4388 -1.1699 0.0110 0.272
N 2.0364 0.9456 0.1286 0.439
H -1.3570 -0.6996 0.1139 0.158
H 0.1288 1.7845 -0.2140 0.116
C -0.4937 -0.1174 0.0381 -0.218
C 1.7146 -0.2322 -0.0987 -0.183
```

Results
Molecular weight, g/mol: 71.1
E_LUMO (alpha / beta), eV: -10.3 / -10.3
E_HOMO (alpha / beta), eV: -17.65 / -17.64
Total charge: +1
Energy above the lowest of the compared OMol25 structures with the same formula, charge and spin, eV: 5.795
Total energy, Eh: -262.264765
Frontier orbital gap (alpha / beta), eV: 7.39 / 7.37